Entry 1:
This record from the OMol25 dataset describes an isolated ion of composition C30H48ClN2OS and charge +1 in a non-equilibrium geometry. The level of theory is the ωB97M-V functional and the def2-TZVPD basis.

For the molar mass, the calculation gives 520.2 g/mol. Its gap between HOMO and LUMO is 5.7 eV. Its total charge is +1. The electronic energy is -2214.47351 hartree. As for the LUMO energy: -3.92 eV.

The geometry in XYZ format:
```
83
Properties=species:S:1:pos:R:3:mulliken_charge:R:1
C -2.18690 -5.57033 6.82402 0.0349
C -1.41047 -5.06716 6.03988 -0.7083
C -0.53420 -4.23905 5.03386 -0.3259
C -1.43961 -3.01605 4.52409 -0.6459
C -2.28035 -3.40938 3.19676 -1.3260
C -2.33418 -2.18020 2.24160 -0.7865
N -3.32281 -1.30786 2.36189 0.4321
C -4.43867 -1.29003 3.33983 -0.4210
C -5.71584 -0.46818 2.88847 -1.2421
C -3.21829 -0.23254 1.34694 -0.9058
Cl -4.23662 -0.29164 -0.14266 -0.0707
C -1.62055 -0.17500 1.18869 -0.0990
S -1.16439 0.64497 2.81128 -0.2397
C -1.31879 -1.75834 1.05873 2.1814
C -1.60558 -2.32364 -0.39843 -1.0186
C -1.31769 -1.31164 -1.58591 -0.9130
C 0.24182 -1.02204 -1.83059 -0.2595
C 0.53661 0.54482 -1.85362 -0.5473
C 1.39458 1.09123 -0.62829 -0.1277
C 0.82194 2.49647 -0.08260 -0.2555
C 1.97701 3.43865 0.45193 -0.9785
C 3.03539 3.89431 -0.63529 -0.4938
C 2.48991 4.99177 -1.66096 -0.9103
C 1.46177 4.38332 -2.71420 0.6931
C 1.76728 4.76719 -4.22144 -1.1378
C 3.10425 4.07885 -4.76895 -0.5476
N 2.91231 2.64580 -5.10380 0.3040
C 1.72457 1.89035 -5.16649 -0.3358
C 2.14288 0.50763 -5.49938 -0.4532
C 3.64433 0.44935 -5.67208 -0.6656
C 4.03282 1.86624 -5.40545 -0.3437
C 0.14905 -1.97636 1.60514 0.1259
C 0.52564 -3.61826 1.47651 -0.0496
C 1.94998 -3.91828 0.74201 -0.8213
O 1.69126 -4.06811 2.26713 -0.4654
H -2.93492 -5.67762 7.64897 0.3563
H 0.41747 -3.87096 5.51620 0.3862
H -0.24580 -4.88460 4.14324 0.2271
H -2.20284 -2.83353 5.34640 0.5207
H -0.86464 -2.05587 4.41132 0.3018
H -1.85342 -4.34133 2.71928 0.5190
H -3.29998 -3.72040 3.58687 0.4822
H -4.03404 -0.77061 4.27171 0.3258
H -4.78405 -2.30296 3.68023 0.3195
H -6.43973 -0.47105 3.75789 0.4170
H -6.22284 -1.05781 2.06455 0.3238
H -5.50472 0.60019 2.59737 0.3214
H -3.45342 0.72961 1.88847 0.5991
H -1.19270 0.51213 0.41175 0.0982
H 0.18594 0.50172 3.02878 0.2452
H -2.71900 -2.56656 -0.43882 0.5149
H -1.07346 -3.28417 -0.64197 0.3962
H -1.73403 -1.80597 -2.52223 0.4333
H -1.84302 -0.32245 -1.50319 0.4089
H 0.45793 -1.40228 -2.88183 0.4084
H 0.92470 -1.61134 -1.15237 0.0601
H -0.39495 1.18411 -1.94958 0.5671
H 1.14756 0.73875 -2.78509 -0.4849
H 2.46323 1.20070 -1.00178 0.5133
H 1.44479 0.40428 0.26410 0.0236
H 0.12217 2.98565 -0.81678 0.4179
H 0.18474 2.21634 0.81994 -0.0102
H 1.47797 4.39175 0.82910 0.3991
H 2.50001 3.00711 1.36657 0.2944
H 3.50373 3.03769 -1.21317 0.1732
H 3.89799 4.36859 -0.06098 0.3717
H 2.04185 5.82771 -1.03106 0.3546
H 3.36914 5.44079 -2.20818 0.4055
H 0.42678 4.74099 -2.40538 0.4290
H 1.46372 3.25679 -2.60545 -0.6418
H 1.92647 5.88569 -4.26437 0.3929
H 0.86000 4.48169 -4.83255 0.3856
H 3.59060 4.66557 -5.59485 0.3328
H 3.82515 4.11339 -3.88632 0.3640
H 0.70373 2.29750 -4.95148 0.3157
H 1.43537 -0.35991 -5.59008 0.4158
H 4.31440 -0.41158 -5.91113 0.3690
H 5.10828 2.16603 -5.46716 0.3284
H 0.29820 -1.74330 2.69177 0.3075
H 0.96663 -1.55761 0.96295 -0.5211
H -0.35149 -4.36034 1.27044 0.5245
H 1.92785 -4.90423 0.19508 0.3349
H 2.62634 -3.06536 0.48356 0.2960
```


Entry 2:
This record from the OMol25 dataset describes a 7-piece molecular cluster, C30H48F15NO11 overall in a non-equilibrium geometry. The level of theory is the ωB97M-V functional and the def2-TZVPD basis.

For the molar mass, the calculation gives 883.7 g/mol. Its gap between HOMO and LUMO is 7.0 eV. The electronic energy is -3551.92534 hartree. As for the LUMO energy: 0.10 eV.

The geometry in XYZ format:
```
105
Properties=species:S:1:pos:R:3:mulliken_charge:R:1
C -2.64290 3.09006 2.44240 -2.0335
C -2.33933 1.70199 3.07449 -1.1359
C -2.20241 0.58977 2.10665 0.0557
N -1.89523 -0.78137 2.53650 1.7267
C -2.79349 -1.29237 3.68847 -0.8386
C -2.46661 -2.68344 4.12391 -0.7154
C -2.54855 -3.72231 3.03588 -1.0867
C -1.81575 -3.14943 1.73607 -1.2387
C -1.97626 -1.68575 1.36063 -0.7285
C -0.45432 -0.85874 3.01479 -1.0286
H -2.59404 3.74416 3.18995 0.6784
H -3.47687 3.05125 2.04851 0.7742
H -1.79635 3.19547 1.63380 0.0989
H -3.04846 1.50301 3.57576 1.0999
H -1.34739 1.88150 3.49612 0.1963
H -1.65021 0.88175 1.09923 -0.0275
H -3.27148 0.67245 1.70450 -0.0348
H -3.83544 -1.35441 3.09885 0.2653
H -2.80651 -0.64878 4.42681 0.6345
H -3.07452 -2.99418 4.97808 0.4234
H -1.47147 -2.72094 4.42389 0.3614
H -3.59426 -3.97820 2.74680 0.3560
H -2.25856 -4.60565 3.48469 0.4529
H -1.88015 -3.85674 1.01262 0.8750
H -0.79000 -3.35458 1.99677 0.3000
H -2.93927 -1.79966 0.95817 0.3301
H -1.55244 -1.29249 0.49066 0.4920
H 0.16582 -0.13144 2.51949 -0.2491
H 0.11800 -1.74224 2.97395 0.6302
H -0.55401 -0.31458 4.00846 0.4031
C 1.72427 -0.35509 0.13652 -0.7784
O 0.45744 0.05658 -0.37466 -0.2834
H 2.28454 0.38208 0.69068 -0.1709
H 2.39843 -0.58519 -0.72932 0.2537
H 1.56531 -1.22832 0.76165 -0.0359
C -1.68518 2.36242 -3.65327 -0.8937
C -2.05161 1.97956 -2.15460 0.6098
O -3.38515 1.37502 -2.20981 -0.1421
C -4.28009 1.71139 -1.11606 0.4584
O -4.02563 2.41319 -0.14865 -0.5708
C -5.60741 0.96976 -1.36464 0.7368
F -6.23078 1.34913 -2.50973 -0.2599
F -5.43154 -0.36302 -1.24488 -0.1829
F -6.52842 1.34449 -0.45454 -0.2752
H -1.50722 1.47861 -4.30302 0.1268
H -0.68615 2.71234 -3.36259 0.1669
H -2.42989 3.05908 -4.11952 0.3493
H -1.98247 2.88790 -1.49200 0.3209
H -1.36226 1.26722 -1.71395 -0.3701
C 2.49124 2.47242 2.44148 -1.3608
C 1.68579 3.12763 1.40759 0.6497
O 0.99209 4.28586 2.02362 -0.3241
C 0.48158 5.31386 1.23326 0.3384
O 0.21092 5.18163 0.07662 -0.5074
C 0.19156 6.57814 2.17293 0.8453
F -0.52294 6.35145 3.24233 -0.2149
F 1.37988 7.03043 2.74374 -0.2514
F -0.45735 7.50391 1.38079 -0.2251
H 3.06226 1.46773 2.25617 0.1591
H 1.86877 2.25937 3.19937 0.3876
H 3.28230 3.19020 2.91821 0.3102
H 0.79828 2.46063 1.03131 -0.1076
H 2.34530 3.53851 0.64029 0.3149
C 4.97932 -2.96471 -0.78016 -1.2140
C 4.15396 -3.11002 0.57468 0.5568
O 5.04009 -2.49695 1.52554 -0.2780
C 4.67129 -2.45181 2.88938 0.2960
O 3.72697 -2.90868 3.38061 -0.4716
C 5.82173 -1.77000 3.70921 0.8491
F 6.01160 -0.49262 3.27423 -0.2227
F 5.61168 -1.80987 5.05308 -0.2456
F 6.95861 -2.49662 3.60725 -0.2474
H 4.20934 -3.24595 -1.47262 0.3565
H 5.87383 -3.53498 -0.59845 0.4253
H 5.33759 -1.92183 -1.07684 0.2663
H 4.02329 -4.10870 0.89465 0.4008
H 3.25972 -2.60468 0.65014 -0.4075
C 2.04286 2.89142 -3.47833 -2.0970
C 2.03054 1.47286 -3.06049 1.6067
O 2.71677 0.70389 -4.07859 -0.4232
C 1.95900 -0.24751 -4.77876 0.3638
O 0.75296 -0.15889 -4.93486 -0.4013
C 2.74946 -1.29544 -5.62318 0.8472
F 3.41951 -2.20171 -4.67734 -0.2772
F 1.93426 -1.96447 -6.32595 -0.1899
F 3.78995 -0.77373 -6.32345 -0.2399
H 1.88528 3.73409 -2.81243 0.3129
H 1.44757 2.94900 -4.24367 0.6789
H 3.02575 3.00133 -3.93340 0.4208
H 0.99534 1.35408 -3.07288 -0.5501
H 2.33546 1.30132 -1.96594 -0.0195
C 0.43646 -3.84567 -1.92746 -1.3359
C 0.03534 -2.51072 -2.42998 1.8580
O -1.09686 -2.53952 -3.38397 -0.3337
C -2.26570 -2.05262 -3.01025 0.5427
O -2.80238 -1.98127 -1.89121 -0.5153
C -3.22876 -1.70475 -4.25368 0.5999
F -2.39928 -1.44241 -5.35840 -0.2483
F -4.07167 -2.68213 -4.47978 -0.2466
F -3.82618 -0.57976 -3.99142 -0.1440
H 1.14291 -3.75415 -1.12004 0.1805
H 0.96280 -4.55794 -2.60728 0.2941
H -0.48021 -4.37771 -1.67729 0.4153
H 0.95307 -1.99502 -3.00587 -0.6452
H -0.37666 -1.74818 -1.57703 -0.6271
```


Question: Among the records above, which one has the lowest gap between HOMO and LUMO?
Answer: C30H48ClN2OS


Question: The lowest molar mass belongs to which entry?
Answer: C30H48ClN2OS